Computed, not measured: a molecular structure, C7H15F2NO2SZn at a distorted geometry, with wB97M-V/def2-TZVPD.

Geometry (Å):
C  0.21  3.57  -0.19
C  -1.30  3.16  -0.67
C  -1.79  1.66  -0.23
C  -0.58  0.62  0.14
C  -1.12  -0.95  0.02
C  -0.54  -1.94  1.19
C  1.08  -1.86  1.44
N  1.89  -1.49  0.21
F  3.14  -1.20  0.72
S  2.14  -2.85  -0.86
O  3.36  -3.73  -0.37
O  2.53  -2.33  -2.30
F  0.71  -3.81  -1.10
H  0.19  4.74  0.03
H  0.58  3.07  0.80
H  0.95  3.45  -1.10
H  -2.06  3.94  -0.19
H  -1.36  3.33  -1.84
H  -2.36  1.21  -1.18
H  -2.62  1.76  0.61
H  0.38  0.79  -0.52
H  -0.29  0.76  1.29
H  -0.94  -1.43  -1.04
H  -2.30  -0.90  0.19
H  -0.79  -3.05  0.85
H  -1.06  -1.80  2.25
H  1.47  -2.93  1.77
H  1.31  -1.15  2.37
Zn  -0.83  -0.64  -2.32

Computed properties:
Gap between HOMO and LUMO ... 4.4 eV
Energy above the lowest of the compared OMol25 structures with the same formula, charge and spin ... 184.34 kcal per mole
Total charge ... +2
E ... -2857.04127 a.u.
E_LUMO ... -0.492 Ha